The following is a quantum chemistry calculation of 2 unconnected molecules or ions with the total composition C3H12N3O in a non-equilibrium geometry, from the Open Molecules 2025 dataset.

Structure (XYZ):
```
19
Properties=species:S:1:pos:R:3:forces:R:3
C 1.611349 1.974313 0.107508 2.844 2.472 -0.135
C 0.499259 1.597689 -0.577201 -0.250 -1.903 -0.064
N -0.665942 1.238680 0.262646 0.583 2.661 -0.706
N 2.837393 2.281991 -0.456329 -2.125 -2.977 0.807
H 1.477467 2.266244 1.139658 0.513 -0.276 0.405
H 0.593533 1.311525 -1.623853 -0.829 0.066 0.045
H -0.762803 0.210068 0.583513 0.532 -1.050 -0.096
H -0.619900 1.915840 1.069054 -0.545 -1.052 -0.434
H -1.490848 1.503282 -0.286710 -0.418 -0.240 0.199
H 2.995402 1.903155 -1.408441 0.090 0.740 0.343
H 3.646454 2.136142 0.175226 -0.252 0.934 -0.323
N -2.266796 -2.450251 -0.507688 1.227 -0.560 0.845
C -1.016948 -2.643406 0.135282 0.078 -0.769 -0.722
O -0.515571 -1.387185 0.793311 -0.034 0.292 0.187
H -2.998646 -2.100970 0.060443 -0.869 -0.400 1.290
H -2.176136 -1.738424 -1.162289 0.286 1.078 -2.171
H -1.079371 -3.458879 0.889228 0.081 0.814 -0.328
H -0.218350 -2.876871 -0.618913 -0.946 -0.005 0.629
H 0.150455 -1.682943 1.425554 0.034 0.176 0.231
```
Positions in Å, forces in eV/Å.

HOMO-LUMO gap (alpha / beta) (eV): 7.77 / 3.92
Total charge: +2
Energy above the lowest of the compared OMol25 structures with the same formula, charge and spin (kJ/mol): 130.14
HOMO energy (alpha / beta) (eV): -16.773 / -16.769
Strongest force on any atom (eV/Å): 3.8
Electronic energy (a.u.): -360.26153
M (g/mol): 106.1
Spin multiplicity: 2